Below is a cluster of 3 separate species, C18H35BClN4O11S in total, with properties calculated with ωB97M-V/def2-TZVPD.

Last column: Mulliken charge in e.
Atoms and positions in Å:
C (-2.170, 3.040, 0.158)  -0.911
C (-2.043, 2.331, -1.166)  -0.209
O (-2.632, 1.038, -1.067)  -0.354
C (-2.094, 0.062, -1.918)  -0.824
C (-1.619, -1.119, -1.087)  -0.359
O (-0.803, -0.589, -0.022)  -0.235
C (0.364, -1.268, 0.240)  -0.373
N (0.402, -1.610, 1.671)  0.812
C (-0.122, -0.971, 2.738)  0.731
N (-0.846, 0.133, 2.691)  0.237
C (-1.383, 0.781, 3.892)  -0.720
S (-1.193, 2.567, 3.767)  -0.105
C (0.623, 2.644, 3.777)  -0.500
C (1.238, 2.830, 2.377)  -0.748
N (0.207, -1.619, 3.881)  -0.501
C (0.946, -2.651, 3.509)  -0.176
B (1.542, -3.636, 4.619)  0.694
O (2.717, -3.369, 5.228)  -0.539
O (0.836, -4.765, 4.885)  -0.510
N (1.094, -2.692, 2.181)  -0.304
C (1.857, -3.639, 1.416)  -0.905
C (3.249, -3.165, 1.015)  0.594
O (3.914, -3.726, 0.233)  -0.409
Cl (3.788, -1.677, 1.809)  -0.143
H (-1.697, 4.018, 0.109)  0.388
H (-3.215, 3.187, 0.419)  0.336
H (-1.694, 2.487, 0.964)  -0.110
H (-0.993, 2.264, -1.449)  0.305
H (-2.598, 2.904, -1.911)  0.282
H (-1.243, 0.432, -2.493)  0.346
H (-2.829, -0.273, -2.651)  0.443
H (-1.050, -1.778, -1.738)  0.360
H (-2.484, -1.610, -0.648)  0.182
H (1.234, -0.648, 0.009)  0.251
H (0.463, -2.200, -0.313)  0.288
H (-1.061, 0.575, 1.809)  -0.098
H (-0.830, 0.440, 4.755)  0.434
H (-2.445, 0.575, 3.972)  0.318
H (0.975, 1.711, 4.207)  0.212
H (0.895, 3.472, 4.420)  0.513
H (0.552, 2.577, 1.576)  0.121
H (1.598, 3.845, 2.257)  0.366
H (2.103, 2.172, 2.291)  0.256
H (2.936, -2.433, 5.296)  0.332
H (0.647, -4.881, 5.823)  0.325
H (1.944, -4.562, 1.981)  0.483
H (1.347, -3.885, 0.490)  0.426
C (-5.035, -4.254, -4.610)  -0.603
O (-3.876, -5.089, -4.711)  -0.327
C (-2.722, -4.437, -4.735)  0.855
O (-2.581, -3.242, -4.672)  -0.551
O (-1.740, -5.331, -4.845)  -0.324
C (-0.429, -4.770, -4.910)  -0.498
H (-5.887, -4.925, -4.603)  0.223
H (-5.012, -3.678, -3.687)  0.266
H (-5.100, -3.585, -5.465)  0.294
H (-0.206, -4.209, -4.003)  0.140
H (-0.329, -4.123, -5.778)  0.297
H (0.253, -5.610, -4.998)  0.237
C (4.217, 3.791, -1.803)  -0.602
O (3.813, 5.142, -2.024)  -0.316
C (2.684, 5.493, -1.415)  0.822
O (2.006, 4.777, -0.720)  -0.529
O (2.434, 6.763, -1.703)  -0.319
C (1.240, 7.288, -1.114)  -0.594
H (5.141, 3.660, -2.356)  0.218
H (4.395, 3.612, -0.744)  0.278
H (3.464, 3.100, -2.177)  0.265
H (1.299, 7.247, -0.029)  0.281
H (0.368, 6.739, -1.462)  0.272
H (1.176, 8.321, -1.439)  0.218

Properties
- 2S+1: 1
- Total charge: +1

=====

Below is the molecule C3H8N2S, with properties calculated with ωB97M-V/def2-TZVPD.

Last column: natural (NBO) charge in e.
Atoms and positions in Å:
C (-3.029, -0.284, -0.003)  -0.414
N (-1.556, -0.328, 0.018)  -0.481
N (-1.015, 0.965, 0.018)  -0.279
C (0.285, 0.965, -0.064)  -0.105
S (1.156, -0.587, -0.107)  0.216
C (2.845, 0.045, 0.109)  -0.753
H (-3.415, 0.065, -0.973)  0.201
H (-3.393, -1.318, 0.100)  0.199
H (-3.504, 0.343, 0.768)  0.182
H (-1.272, -0.793, 0.888)  0.352
H (0.878, 1.879, -0.060)  0.206
H (2.909, 0.657, 1.010)  0.221
H (3.506, -0.826, 0.265)  0.235
H (3.186, 0.579, -0.775)  0.219

Properties
- 2S+1: 1
- Total charge: 0
- Structure (SMILES): CN/N=C\SC
- ΔE to the lowest compared entry with this formula, charge and spin: 47.3 kcal/mol

=====

Below is the molecule C14H22NO3P, with properties calculated with ωB97M-V/def2-TZVPD.

Last column: natural (NBO) charge in e.
Atoms and positions in Å:
C (3.449, -1.667, 1.230)  -0.622
C (2.614, -2.105, 0.039)  -0.059
O (2.782, -1.181, -1.023)  -0.545
C (1.597, -0.852, -1.721)  -0.048
C (0.801, 0.227, -1.001)  -0.291
C (1.614, 1.519, -0.749)  -0.419
C (0.526, 2.609, -0.768)  -0.230
P (0.040, 3.387, 0.881)  1.256
N (-0.732, 2.040, 1.642)  -1.177
O (1.493, 3.380, 1.666)  -0.987
O (-0.672, 2.031, -1.292)  -0.551
C (-0.379, 0.736, -1.804)  0.128
C (-1.683, -0.051, -1.867)  -0.444
C (-2.259, -0.496, -0.544)  -0.051
C (-3.443, 0.069, -0.078)  -0.152
C (-3.985, -0.307, 1.145)  -0.220
C (-3.355, -1.262, 1.925)  -0.214
C (-2.184, -1.850, 1.467)  -0.211
C (-1.648, -1.473, 0.243)  -0.218
H (3.576, -2.489, 1.936)  0.211
H (4.433, -1.351, 0.882)  0.221
H (2.978, -0.824, 1.738)  0.199
H (2.901, -3.110, -0.291)  0.170
H (1.558, -2.157, 0.332)  0.158
H (0.984, -1.750, -1.882)  0.167
H (1.913, -0.473, -2.697)  0.188
H (0.541, -0.155, -0.010)  0.212
H (2.397, 1.658, -1.493)  0.219
H (2.034, 1.483, 0.256)  0.211
H (0.846, 3.460, -1.385)  0.189
H (-1.244, 1.477, 0.967)  0.399
H (-0.085, 1.435, 2.137)  0.359
H (1.648, 2.596, 2.203)  0.480
H (-0.015, 0.849, -2.839)  0.166
H (-2.402, 0.641, -2.316)  0.230
H (-1.595, -0.888, -2.566)  0.222
H (-3.946, 0.824, -0.670)  0.206
H (-4.906, 0.145, 1.493)  0.216
H (-3.770, -1.557, 2.880)  0.216
H (-1.674, -2.609, 2.050)  0.213
H (-0.747, -1.959, -0.114)  0.203

Properties
- 2S+1: 1
- Total charge: 0
- Structure (SMILES): CCOC[C@H]1C[C@H](P(N)O)O[C@@H]1Cc1ccccc1

=====

Below is the ion C9H11O5 with charge -1, with properties calculated with ωB97M-V/def2-TZVPD.

Last column: natural (NBO) charge in e.
Atoms and positions in Å:
C (-1.098, -2.864, 1.828)  -0.248
O (-1.414, -1.531, 1.494)  -0.551
C (-0.704, -1.190, 0.348)  0.726
O (-0.258, -2.034, -0.430)  -0.669
C (-0.552, 0.258, 0.243)  0.045
O (-1.486, 1.030, 0.953)  -0.724
C (-0.091, 0.733, -1.093)  -0.235
C (-0.177, 2.300, -0.869)  -0.614
C (1.143, 0.133, -1.728)  -0.498
C (2.331, 0.287, -0.831)  0.535
O (3.421, 0.422, -1.360)  -0.640
C (2.158, 0.352, 0.592)  -0.634
C (1.121, 0.379, 1.456)  0.615
O (0.903, 0.519, 2.616)  -0.629
H (-0.109, -3.049, 1.967)  0.189
H (-1.501, -3.437, 1.043)  0.181
H (-1.826, -3.147, 2.588)  0.173
H (-1.629, 0.504, 1.728)  0.491
H (-0.858, 0.681, -1.828)  0.180
H (0.767, 2.525, -0.489)  0.205
H (-0.951, 2.634, -0.148)  0.241
H (-0.329, 2.715, -1.908)  0.177
H (1.192, 0.623, -2.701)  0.211
H (0.780, -0.889, -2.032)  0.266
H (3.050, 0.582, 1.251)  0.208

Properties
- 2S+1: 1
- Total charge: -1
- Structure (SMILES): CO/C([O-])=C(\O)[C@@H](C)CC(=O)C=C=O

=====

Below is a cluster of 2 separate species, C6H10O in total, with properties calculated with ωB97M-V/def2-TZVPD.

Last column: natural (NBO) charge in e.
Atoms and positions in Å:
C (-1.938, -0.967, 0.780)  -0.597
C (-2.069, 0.296, -0.042)  -0.332
C (-1.203, 0.489, -1.300)  -0.544
C (-0.981, 1.274, -0.083)  0.609
O (-0.360, 2.128, 0.468)  -0.485
H (-2.662, -1.712, 0.456)  0.215
H (-2.110, -0.749, 1.834)  0.221
H (-0.939, -1.384, 0.677)  0.209
H (-3.078, 0.691, -0.083)  0.233
H (-0.487, -0.281, -1.548)  0.235
H (-1.633, 0.968, -2.168)  0.240
C (3.477, -0.171, -0.008)  -0.392
C (2.507, 0.701, 0.174)  -0.368
H (4.514, 0.120, -0.038)  0.191
H (3.274, -1.224, -0.135)  0.187
H (2.693, 1.753, 0.309)  0.199
H (1.476, 0.399, 0.212)  0.180

Properties
- 2S+1: 1
- Total charge: 0
- Structure (SMILES): C[C@@H]1CC1=O.C=C
- ΔE to the lowest compared entry with this formula, charge and spin: 54.0 kcal/mol

=====

Below is a cluster of 9 separate species, C50H121N7O14 in total, with properties calculated with ωB97M-V/def2-TZVPD.

Last column: Mulliken charge in e.
Atoms and positions in Å:
C (26.293, -1.466, -36.263)  -1.808
C (24.918, -2.002, -35.661)  1.635
C (24.681, -3.527, -35.935)  -1.531
C (25.068, -1.735, -34.143)  -1.496
C (23.802, -1.895, -33.253)  -0.701
C (22.673, -1.031, -33.844)  -1.088
C (22.444, -1.255, -35.384)  1.745
C (21.586, -2.549, -35.606)  -1.816
C (21.566, -0.073, -35.891)  -2.041
N (23.744, -1.192, -36.148)  0.051
O (23.559, -1.368, -37.520)  -0.433
H (26.374, -1.854, -37.278)  0.444
H (26.311, -0.379, -36.342)  0.412
H (27.163, -1.804, -35.700)  0.381
H (24.532, -4.072, -35.003)  0.271
H (23.852, -3.799, -36.589)  0.298
H (25.529, -3.934, -36.486)  0.442
H (25.910, -2.324, -33.780)  0.458
H (25.333, -0.691, -33.974)  0.422
H (23.574, -2.950, -33.101)  0.365
H (23.957, -1.509, -32.245)  0.395
H (22.989, -0.013, -33.615)  0.430
H (21.848, -1.420, -33.247)  0.350
H (21.948, -3.371, -34.989)  0.360
H (21.774, -2.940, -36.606)  0.386
H (20.500, -2.455, -35.565)  0.389
H (20.789, 0.142, -35.158)  0.436
H (21.079, -0.281, -36.844)  0.438
H (22.103, 0.841, -36.145)  0.438
H (23.572, -0.447, -37.790)  0.368
C (7.565, -4.228, -22.494)  -1.968
C (8.674, -3.309, -23.186)  1.579
C (9.809, -3.116, -22.177)  -1.837
C (9.177, -4.023, -24.441)  -1.266
C (9.956, -3.172, -25.441)  -0.692
C (9.094, -1.916, -25.812)  -1.038
C (8.596, -1.119, -24.594)  1.320
C (9.765, -0.275, -24.075)  -1.666
C (7.396, -0.236, -25.044)  -1.883
N (8.073, -2.065, -23.578)  0.435
O (7.381, -1.413, -22.541)  -0.497
H (7.962, -5.217, -22.266)  0.400
H (7.326, -3.779, -21.530)  0.451
H (6.642, -4.227, -23.074)  0.450
H (10.780, -2.877, -22.612)  0.353
H (9.616, -2.406, -21.373)  0.333
H (10.035, -4.014, -21.602)  0.482
H (9.830, -4.800, -24.044)  0.444
H (8.339, -4.575, -24.866)  0.403
H (10.899, -2.815, -25.026)  0.333
H (10.179, -3.700, -26.368)  0.387
H (8.275, -2.245, -26.451)  0.366
H (9.816, -1.273, -26.314)  0.410
H (9.507, 0.401, -23.260)  0.377
H (10.278, 0.286, -24.856)  0.407
H (10.571, -0.832, -23.597)  0.339
H (6.596, -0.775, -25.553)  0.383
H (7.883, 0.422, -25.764)  0.436
H (7.004, 0.368, -24.226)  0.420
H (6.468, -1.646, -22.726)  0.337
C (14.122, -8.490, -25.041)  -0.757
O (14.705, -7.258, -24.575)  -0.265
C (16.094, -7.086, -24.979)  -0.538
C (16.645, -5.761, -24.345)  -0.783
N (16.270, -5.531, -22.951)  -0.361
C (17.116, -6.247, -22.019)  -0.608
C (16.776, -5.877, -20.525)  -0.580
O (15.390, -6.153, -20.223)  -0.267
C (14.859, -5.621, -19.011)  -0.762
H (13.074, -8.487, -24.740)  0.225
H (14.615, -9.368, -24.624)  0.308
H (14.214, -8.551, -26.125)  0.297
H (16.195, -7.190, -26.059)  0.473
H (16.747, -7.911, -24.694)  0.330
H (16.306, -4.894, -24.912)  0.333
H (17.729, -5.692, -24.438)  0.381
H (15.349, -5.903, -22.767)  0.321
H (18.169, -5.975, -22.101)  0.365
H (17.094, -7.313, -22.246)  0.333
H (17.018, -4.845, -20.272)  0.368
H (17.354, -6.600, -19.951)  0.341
H (14.953, -4.546, -18.860)  0.310
H (15.236, -6.158, -18.140)  0.296
H (13.805, -5.892, -19.074)  0.237
C (7.640, -8.860, -32.160)  -0.748
O (7.932, -8.781, -33.516)  -0.295
C (7.682, -7.419, -34.037)  -0.743
C (8.187, -7.425, -35.455)  -0.535
N (7.217, -7.924, -36.375)  -0.388
C (7.749, -7.560, -37.732)  -0.614
C (6.801, -7.847, -38.877)  -0.587
O (6.804, -9.254, -39.081)  -0.305
C (5.858, -9.654, -40.066)  -0.780
H (7.809, -9.907, -31.907)  0.243
H (6.600, -8.563, -32.027)  0.307
H (8.172, -8.251, -31.429)  0.294
H (8.101, -6.642, -33.397)  0.415
H (6.605, -7.259, -34.077)  0.344
H (9.068, -8.065, -35.504)  0.350
H (8.439, -6.373, -35.590)  0.446
H (7.210, -8.932, -36.320)  0.239
H (8.701, -8.052, -37.929)  0.339
H (8.040, -6.512, -37.796)  0.467
H (7.024, -7.219, -39.740)  0.379
H (5.774, -7.687, -38.549)  0.298
H (4.809, -9.570, -39.784)  0.316
H (5.970, -10.737, -40.128)  0.256
H (6.089, -9.219, -41.039)  0.303
C (18.294, 3.114, -27.568)  -0.709
O (18.595, 4.506, -27.228)  -0.302
C (19.825, 5.093, -27.741)  -0.663
C (19.855, 6.518, -27.304)  -0.558
N (20.467, 6.671, -25.979)  -0.336
C (20.421, 8.063, -25.499)  -0.594
C (21.248, 8.165, -24.164)  -0.477
O (21.444, 9.541, -23.870)  -0.302
C (22.457, 9.618, -22.843)  -0.760
H (17.411, 2.814, -27.004)  0.242
H (19.078, 2.388, -27.352)  0.290
H (18.153, 3.034, -28.646)  0.285
H (19.661, 5.031, -28.817)  0.398
H (20.715, 4.502, -27.523)  0.367
H (18.841, 6.899, -27.419)  0.295
H (20.498, 7.070, -27.989)  0.418
H (19.904, 6.074, -25.390)  0.236
H (19.381, 8.325, -25.304)  0.298
H (20.900, 8.641, -26.289)  0.331
H (22.235, 7.742, -24.353)  0.349
H (20.755, 7.616, -23.361)  0.292
H (23.404, 9.154, -23.118)  0.324
H (22.157, 9.292, -21.847)  0.304
H (22.683, 10.673, -22.686)  0.274
C (9.052, 2.656, -36.717)  -0.722
O (10.298, 2.717, -37.295)  -0.333
C (11.220, 1.683, -36.855)  -0.556
C (12.594, 1.797, -37.506)  -0.838
N (13.169, 3.192, -37.515)  -0.399
C (13.592, 3.599, -36.149)  -0.520
C (14.441, 4.823, -36.167)  -0.639
O (13.664, 6.004, -36.466)  -0.295
C (14.417, 7.196, -36.241)  -0.717
H (9.074, 2.655, -35.628)  0.306
H (8.648, 1.703, -37.059)  0.299
H (8.431, 3.463, -37.106)  0.237
H (10.745, 0.736, -37.112)  0.516
H (11.251, 1.657, -35.766)  0.361
H (12.483, 1.307, -38.473)  0.325
H (13.292, 1.070, -37.090)  0.374
H (12.411, 3.791, -37.811)  0.342
H (14.153, 2.759, -35.739)  0.397
H (12.678, 3.778, -35.582)  0.277
H (15.315, 4.763, -36.815)  0.364
H (14.856, 4.856, -35.160)  0.392
H (14.994, 7.130, -35.319)  0.304
H (13.806, 8.096, -36.182)  0.243
H (15.122, 7.287, -37.068)  0.284
C (15.592, -4.702, -41.384)  -0.776
O (15.544, -4.007, -42.608)  -0.342
C (16.662, -3.138, -42.713)  -0.535
C (16.421, -2.408, -44.004)  -0.723
N (16.556, -3.351, -45.084)  -0.352
C (16.195, -2.791, -46.429)  -0.617
C (16.013, -3.811, -47.522)  -0.632
O (14.829, -4.593, -47.277)  -0.304
C (14.653, -5.687, -48.187)  -0.779
H (15.991, -5.707, -41.523)  0.281
H (14.548, -4.898, -41.140)  0.242
H (15.999, -4.123, -40.556)  0.327
H (17.586, -3.715, -42.664)  0.325
H (16.650, -2.417, -41.896)  0.467
H (17.072, -1.539, -44.108)  0.430
H (15.452, -1.916, -43.919)  0.324
H (15.988, -4.115, -44.748)  0.291
H (16.937, -2.091, -46.812)  0.332
H (15.256, -2.236, -46.412)  0.347
H (16.932, -4.376, -47.676)  0.377
H (15.893, -3.295, -48.474)  0.444
H (15.318, -6.500, -47.895)  0.304
H (14.961, -5.511, -49.218)  0.322
H (13.592, -5.923, -48.256)  0.247
C (13.918, -2.726, -31.387)  -0.516
O (14.252, -2.200, -32.634)  -0.489
H (14.788, -2.925, -30.762)  0.234
H (13.161, -2.105, -30.909)  0.225
H (13.363, -3.651, -31.543)  0.237
H (14.524, -2.920, -33.208)  0.308
C (15.749, -7.381, -33.345)  -0.539
O (14.750, -6.872, -34.206)  -0.491
H (15.468, -8.007, -32.498)  0.261
H (16.451, -7.937, -33.967)  0.266
H (16.318, -6.568, -32.896)  0.206
H (14.392, -7.571, -34.757)  0.297

Properties
- 2S+1: 1
- Total charge: 0
- Structure (SMILES): CC1(C)CCCC(C)(C)N1O.CC1(C)CCCC(C)(C)N1O.COCCNCCOC.COCCNCCOC.COCCNCCOC.COCCNCCOC.COCCNCCOC.CO.CO
- ΔE to the lowest compared entry with this formula, charge and spin: 112.3 kcal/mol

=====

| no. | maximum force (eV Å⁻¹) | E_HOMO (Ha) |
| --- | --- | --- |
| 1 | 0.949 | -0.4211 |
| 2 | 2.238 | -0.3055 |
| 3 | 1.113 | -0.3021 |
| 4 | 4.593 | -0.1390 |
| 5 | 0.727 | -0.3365 |
| 6 | 2.862 | -0.2931 |